1.
DFT (the ωB97M-V functional and the def2-TZVPD basis) results for a molecular structure, C39H26Br2F7N4O3S2TeTi.

```
85
Properties=species:S:1:pos:R:3:lowdin_charge:R:1
Te 3.38 -1.08 -0.05 1.816
Br -1.01 3.49 -3.18 0.827
Br -2.00 5.69 1.94 0.815
Ti -0.10 -0.76 -0.74 1.161
S -2.66 -2.52 -4.34 1.129
S 3.09 0.98 2.24 1.164
F 5.19 -1.38 -0.21 -0.314
F 0.58 -4.51 3.17 0.091
F 3.55 -0.02 -1.55 -0.321
F 1.08 -1.09 -2.08 -0.376
F 3.09 -2.62 -1.01 -0.315
F 3.50 -2.08 1.53 -0.345
F -3.77 -2.97 2.59 0.078
O 3.97 0.50 1.02 -0.579
O -0.25 1.02 -1.44 -0.207
O 1.65 -0.64 0.33 -0.624
N -0.46 0.68 1.09 0.075
N -1.17 -2.26 -2.22 0.033
N -2.33 -0.52 -0.56 0.034
N -0.82 -0.64 -3.90 0.120
C -2.85 -3.69 -3.07 -0.464
C 5.18 0.79 5.61 -0.049
C 1.83 4.79 2.20 -0.058
C 0.18 -2.90 1.51 -0.045
C -0.79 1.46 3.31 -0.013
C 4.30 1.33 3.46 -0.396
C -2.70 -5.44 -0.98 -0.060
C -0.71 -2.09 0.82 -0.182
C 6.26 2.45 4.22 -0.041
C -3.71 -4.77 -3.05 -0.084
C 2.29 3.56 2.64 -0.071
C -1.51 4.20 0.87 -0.628
C -2.48 -2.94 2.21 -0.204
C -5.08 -0.41 -0.40 -0.025
C -1.16 2.97 1.49 -0.180
C 6.19 1.72 5.40 -0.040
C 4.22 0.59 4.63 -0.063
C -1.49 4.34 -0.49 -0.154
C -1.94 -3.43 -2.04 -0.266
C -3.64 -5.64 -1.98 -0.077
C -4.41 0.33 -1.36 -0.021
C -2.07 -2.10 1.17 -0.142
C -0.70 2.06 -0.77 -0.408
C -3.04 0.25 -1.40 -0.096
C 2.44 2.81 0.33 -0.045
C -1.61 -3.76 2.90 0.086
C -1.16 2.71 2.87 -0.009
C -1.85 -4.35 -1.00 -0.010
C -0.28 -3.72 2.52 -0.259
C 5.31 2.27 3.23 -0.046
C -4.36 -1.22 0.47 0.029
C -2.97 -1.26 0.36 -0.174
C -1.41 -1.75 -3.41 -0.674
C 2.00 4.06 -0.09 -0.042
C -0.78 1.92 0.64 -0.145
C -1.07 3.27 -1.31 -0.612
C -0.45 0.47 2.38 -0.088
C 2.60 2.59 1.69 -0.370
C 1.69 5.04 0.84 -0.057
H -1.96 -4.40 3.69 0.140
H -4.94 0.96 -2.06 0.117
H -1.09 -4.24 -0.24 0.097
H -6.16 -0.38 -0.32 0.119
H -4.41 -4.94 -3.87 0.113
H -0.78 1.23 4.37 0.116
H 1.89 4.25 -1.15 0.122
H 2.42 3.36 3.69 0.123
H -1.76 5.28 -0.95 0.106
H 1.24 -2.93 1.29 0.092
H -4.30 -6.50 -1.94 0.109
H -2.47 0.79 -2.14 0.100
H 5.14 0.23 6.53 0.117
H 1.34 6.01 0.51 0.119
H -0.17 -0.53 2.71 0.121
H 0.09 -0.39 -3.54 0.082
H 3.44 -0.14 4.76 0.117
H -4.87 -1.81 1.21 0.112
H 1.59 5.56 2.92 0.116
H -1.44 3.48 3.57 0.094
H -1.01 -0.40 -4.86 0.107
H 7.06 3.16 4.07 0.118
H 5.36 2.82 2.31 0.130
H 2.68 2.04 -0.40 0.106
H -2.62 -6.16 -0.17 0.110
H 6.94 1.88 6.17 0.118
```

Calculated values
- Relative energy (zero: lowest compared OMol25 entry of this formula, charge and spin): 2.074 eV
- Net charge: +1
- 2S+1: 1

2.
DFT (the ωB97M-V functional and the def2-TZVPD basis) results for a molecular structure, C39H26F12IN6PS2Zr.

```
88
Properties=species:S:1:pos:R:3:lowdin_charge:R:1
I 2.54 -0.17 1.38 0.463
Zr 0.20 0.17 0.09 0.919
S -1.88 -0.98 -1.06 0.713
S -0.09 2.95 1.69 0.910
P -1.41 -0.30 2.32 0.977
F -7.68 1.27 0.55 0.159
F -0.87 1.34 8.76 0.166
F 0.67 2.66 7.99 0.160
F -7.88 -0.87 0.78 0.160
F 3.00 8.87 0.44 0.158
F 4.90 7.83 0.51 0.160
F -0.47 -6.99 1.96 0.168
F 1.08 -6.50 3.38 0.179
F -1.41 3.27 7.95 0.162
F -8.03 0.41 2.51 0.170
F 1.41 -6.17 1.27 0.127
F 4.08 8.45 -1.38 0.161
N 0.08 -2.87 -1.42 -0.075
N 1.06 -2.04 -0.87 0.014
N 2.46 3.66 2.77 0.163
N -1.82 -3.54 -2.03 0.081
N -0.97 -4.59 -2.27 0.176
N 0.76 0.87 -2.04 -0.055
C 1.08 2.91 -0.82 -0.231
C -1.14 0.44 3.95 -0.356
C -7.39 0.24 1.35 -0.597
C 3.81 5.49 -0.55 0.024
C 0.34 1.38 5.61 0.023
C 0.58 -3.77 3.16 0.020
C -5.01 1.01 1.02 0.023
C -2.23 0.66 4.79 -0.037
C 1.03 5.35 -0.41 -0.009
C 0.19 -4.18 -1.90 -0.292
C 3.05 6.63 -0.31 -0.087
C 0.77 0.15 -3.17 -0.125
C -1.61 -3.03 1.63 -0.113
C 1.46 -4.94 -1.96 0.030
C 1.92 2.62 -3.18 0.046
C -3.65 0.84 1.24 -0.102
C -0.06 -4.70 2.36 -0.100
C -5.90 0.10 1.57 -0.086
C 0.13 -2.46 3.19 -0.088
C 3.17 4.28 -0.74 -0.017
C -0.96 -2.07 2.42 -0.365
C 0.14 0.80 4.36 -0.131
C -2.03 1.24 6.03 0.024
C 1.95 1.85 -4.33 0.013
C -1.16 -4.34 1.60 0.001
C 1.28 2.12 -2.06 -0.212
C -5.45 -0.95 2.36 0.024
C -4.09 -1.11 2.58 -0.071
C 3.76 7.96 -0.18 -0.594
C 0.23 2.36 0.07 -0.618
C -0.75 1.60 6.44 -0.085
C -3.19 -0.22 2.01 -0.412
C 0.48 -6.11 2.26 -0.590
C -0.58 2.23 7.80 -0.596
C 1.35 0.60 -4.33 -0.011
C 1.78 4.20 -0.66 -0.233
C -1.21 -2.48 -1.52 -0.711
C 1.67 6.57 -0.25 0.030
C 1.44 3.37 2.31 -0.603
H -2.80 -3.62 -2.27 0.183
H 1.42 -4.07 3.78 0.138
H 1.48 -2.50 -0.05 0.063
H 3.76 3.38 -0.91 0.129
H -2.88 1.42 6.69 0.140
H 0.27 -0.81 -3.13 0.090
H -3.24 0.40 4.49 0.104
H 1.10 7.47 -0.07 0.134
H -6.16 -1.64 2.79 0.140
H 2.18 -4.44 -2.62 0.100
H 1.80 -1.90 -1.55 0.116
H 1.33 1.67 5.92 0.134
H 2.34 3.62 -3.16 0.133
H 2.43 2.24 -5.23 0.134
H -1.69 -5.09 1.02 0.132
H 1.33 -0.01 -5.22 0.125
H -0.05 5.30 -0.36 0.124
H 1.90 -5.05 -0.97 0.082
H 4.89 5.55 -0.58 0.136
H -3.75 -1.93 3.21 0.125
H -2.50 -2.76 1.07 0.084
H 0.63 -1.75 3.83 0.096
H -5.38 1.83 0.42 0.132
H -2.96 1.56 0.81 0.094
H 0.99 0.67 3.71 0.019
H 1.25 -5.93 -2.35 0.109
```

Calculated values
- Relative energy (zero: lowest compared OMol25 entry of this formula, charge and spin): 0.980 eV
- Net charge: +2
- 2S+1: 1

3.
DFT (the ωB97M-V functional and the def2-TZVPD basis) results for a molecular structure, C39H27N9O4Rh.

```
80
Properties=species:S:1:pos:R:3:lowdin_charge:R:1
Rh 0.53 -0.37 0.60 1.234
O 2.35 -2.16 2.60 0.064
O 1.37 -2.52 -1.81 0.127
O 0.71 -0.10 -3.25 0.112
O -0.18 -1.04 -1.41 -0.028
N 2.88 -3.79 1.05 0.152
N -2.20 0.70 -1.37 0.130
N -1.36 -1.03 1.68 0.043
N 1.70 -2.01 0.39 0.013
N -3.55 -1.63 3.26 0.116
N 1.53 1.40 -0.41 0.037
N 2.70 3.68 -1.42 0.119
N -0.59 1.45 1.18 0.055
N -4.75 7.09 2.04 0.083
C 1.63 3.75 -0.64 -0.044
C -4.07 6.87 0.92 -0.123
C 1.00 -7.44 0.16 -0.070
C 6.33 -4.48 -1.28 -0.068
C -2.57 2.42 2.04 0.057
C 0.40 -6.65 -2.02 -0.060
C -3.21 -0.37 2.99 -0.042
C 3.96 -4.09 -1.17 -0.128
C 1.12 -5.49 -1.80 -0.021
C -3.26 2.68 -2.22 -0.049
C -0.13 -0.16 -2.40 -0.530
C 1.72 -6.28 0.38 -0.026
C 2.66 -4.04 -0.37 -0.242
C -3.23 5.78 0.71 -0.013
C 1.80 -5.30 -0.60 -0.125
C 3.94 -3.90 -2.55 -0.022
C -1.75 1.32 1.82 -0.191
C -1.28 0.84 -2.31 -0.204
C 2.34 -2.63 1.49 -0.555
C -3.08 4.85 1.72 -0.178
C -0.22 2.63 0.68 -0.177
C 1.02 2.61 -0.13 -0.178
C 6.31 -4.29 -2.66 -0.076
C 2.59 1.32 -1.20 -0.063
C -1.00 3.77 0.84 0.067
C -3.18 1.60 -1.35 -0.132
C -2.28 2.82 -3.18 -0.039
C 0.33 -7.63 -1.04 -0.077
C -1.69 -2.29 1.95 -0.058
C -1.26 1.88 -3.24 0.010
C -4.58 6.19 3.00 -0.120
C 3.17 2.47 -1.71 -0.069
C -3.77 5.06 2.90 -0.008
C -2.12 -0.06 2.19 -0.180
C 5.11 -4.00 -3.29 -0.060
C -2.79 -2.58 2.74 -0.075
C 5.16 -4.37 -0.54 -0.023
C 1.84 -2.78 -0.70 -0.355
C -2.19 3.66 1.55 -0.119
H -3.06 -3.61 2.95 0.121
H -3.67 4.39 3.74 0.117
H 1.15 -4.73 -2.57 0.105
H -4.08 3.38 -2.14 0.110
H -3.94 1.46 -0.59 0.112
H 7.22 -4.37 -3.23 0.108
H -0.24 -8.53 -1.22 0.108
H 4.04 2.41 -2.36 0.123
H -0.69 4.71 0.43 0.120
H 0.96 -8.20 0.93 0.108
H -2.31 3.64 -3.89 0.115
H -4.21 7.60 0.13 0.113
H -5.13 6.37 3.92 0.114
H -3.53 2.31 2.53 0.122
H 3.02 -3.66 -3.06 0.105
H -3.83 0.40 3.43 0.120
H 3.41 -4.38 1.66 0.148
H -1.06 -3.07 1.53 0.121
H 5.08 -3.84 -4.36 0.110
H 1.26 4.74 -0.41 0.120
H 2.96 0.33 -1.43 0.124
H 2.22 -6.16 1.33 0.107
H -0.12 -6.78 -2.96 0.110
H 5.22 -4.51 0.53 0.107
H -2.73 5.66 -0.25 0.111
H 7.26 -4.70 -0.78 0.109
H -0.48 1.92 -3.98 0.124
```

Calculated values
- Relative energy (zero: lowest compared OMol25 entry of this formula, charge and spin): 0.922 eV
- Net charge: +1
- 2S+1: 5
- ⟨S²⟩: 6.016

4.
DFT (the ωB97M-V functional and the def2-TZVPD basis) results for a molecular structure, C39H28OP2PdS6.

```
77
Properties=species:S:1:pos:R:3:lowdin_charge:R:1
Pd -1.20 -0.21 -0.67 -0.028
S -5.78 1.68 -1.95 0.838
S -3.39 1.30 -0.20 0.333
S 0.72 -2.31 -1.60 0.933
S -2.67 -1.30 -2.53 0.362
S -5.20 -0.36 -3.78 0.841
S -7.70 1.26 -4.23 0.294
P -0.73 -1.26 1.26 0.934
P 0.40 1.14 -1.30 0.910
O 1.22 -3.58 -2.27 -0.568
C 3.61 -3.02 1.14 -0.090
C 2.56 3.22 2.23 -0.116
C -1.62 -2.81 1.74 -0.335
C 0.88 3.25 0.51 -0.117
C -0.76 1.05 2.76 -0.090
C -6.29 0.86 -3.34 -1.561
C 3.04 2.02 1.72 -0.094
C -4.03 -0.19 -2.51 -1.203
C 2.80 1.09 -2.84 -0.088
C -0.82 1.25 5.16 -0.108
C 1.87 -1.05 -2.35 -0.323
C -4.31 0.81 -1.62 -1.210
C 0.26 4.60 -3.63 -0.107
C -0.77 1.84 3.91 -0.082
C 1.58 -2.36 0.04 -0.350
C 2.45 1.44 0.60 -0.090
C 0.68 3.68 -2.68 -0.125
C -2.94 -2.88 1.31 -0.087
C 2.85 -1.64 -3.14 -0.099
C -0.01 2.48 -2.51 -0.333
C -1.54 3.14 -4.25 -0.072
C 3.82 -0.86 -3.76 -0.092
C -1.85 -5.01 2.72 -0.107
C 1.48 3.83 1.61 -0.108
C 1.81 0.34 -2.22 -0.317
C 3.80 0.52 -3.60 -0.093
C -3.71 -3.99 1.60 -0.085
C 1.02 -1.90 1.24 -0.325
C -0.76 -0.34 2.85 -0.330
C -3.18 -5.05 2.31 -0.113
C 3.11 -2.51 2.33 -0.097
C -0.85 4.33 -4.42 -0.109
C -1.08 -3.89 2.44 -0.106
C 1.36 2.05 -0.02 -0.353
C 1.83 -1.98 2.38 -0.101
C 2.83 -2.95 0.00 -0.088
C -1.13 2.22 -3.29 -0.084
C -0.84 -0.92 4.12 -0.103
C -0.86 -0.14 5.27 -0.103
H 1.53 3.90 -2.06 0.092
H 4.58 -1.33 -4.38 0.093
H -4.74 -4.02 1.24 0.100
H 1.46 -1.60 3.32 0.090
H -3.34 -2.06 0.71 0.082
H -0.84 1.87 6.05 0.089
H 3.88 1.51 2.20 0.094
H -0.75 2.91 3.80 0.097
H 2.82 -2.71 -3.27 0.089
H -0.76 1.50 1.78 0.065
H -1.70 1.31 -3.13 0.050
H 0.01 3.72 0.06 0.112
H 1.08 4.76 2.00 0.096
H 3.17 -3.36 -0.95 0.097
H -1.18 5.05 -5.15 0.089
H 3.71 -2.53 3.23 0.093
H -1.42 -5.85 3.25 0.089
H 3.02 3.66 3.10 0.088
H -2.42 2.92 -4.83 0.105
H 4.55 1.14 -4.07 0.093
H 2.77 2.17 -2.74 0.091
H 4.59 -3.47 1.10 0.094
H -0.93 -0.60 6.24 0.091
H -0.89 -1.99 4.22 0.092
H 0.81 5.53 -3.74 0.088
H -0.04 -3.88 2.75 0.094
H 2.83 0.50 0.23 0.101
H -3.79 -5.93 2.52 0.088
```

Calculated values
- Relative energy (zero: lowest compared OMol25 entry of this formula, charge and spin): 0.000 eV
- Net charge: -2
- 2S+1: 1

5.
DFT (the ωB97M-V functional and the def2-TZVPD basis) results for a molecular structure, C39H29CuN3O6P.

```
79
Properties=species:S:1:pos:R:3:lowdin_charge:R:1
Cu 0.01 1.32 1.71 0.597
P -1.79 -0.49 -0.09 1.144
O 0.22 3.27 2.16 -0.085
O -2.45 3.98 -0.13 -0.056
O -0.44 -0.57 2.37 -0.160
O 0.12 -2.16 3.86 0.050
O 3.89 0.80 6.12 0.066
O 1.15 4.68 3.64 0.044
N -2.51 2.63 -0.38 -0.002
N 0.33 1.29 -0.18 0.022
N 0.68 1.26 3.67 0.085
C 5.24 1.44 1.27 -0.100
C -3.41 -1.33 -2.21 -0.129
C -2.96 2.40 -1.54 -0.138
C 3.83 2.01 -0.59 -0.036
C 2.98 0.65 1.19 -0.027
C -5.18 -2.17 1.48 -0.100
C -4.15 -1.26 -3.37 -0.083
C 2.06 -0.14 4.96 0.073
C -4.77 -3.41 1.96 -0.113
C -3.23 1.07 -2.11 -0.185
C 1.53 0.56 -4.98 -0.108
C -0.55 -2.01 -2.24 -0.086
C 1.39 2.33 3.97 -0.151
C 0.15 -1.03 3.42 -0.588
C 2.49 0.18 -2.81 -0.045
C 0.43 -2.18 -0.08 -0.109
C -2.93 -1.73 0.69 -0.359
C -2.53 -2.95 1.22 -0.076
C -0.59 -1.67 -0.89 -0.316
C 1.46 1.19 -0.74 -0.339
C 0.58 1.39 -4.41 -0.088
C 5.05 2.10 0.06 -0.087
C 1.53 1.00 -2.23 -0.179
C -2.89 -0.20 -1.57 -0.285
C 1.41 -3.03 -0.57 -0.081
C -3.44 -3.79 1.84 -0.089
C 2.49 -0.05 -4.17 -0.095
C 1.00 0.05 4.10 -0.158
C 2.78 1.28 -0.03 -0.164
C 2.48 2.24 4.82 0.064
C -3.94 1.11 -3.32 -0.062
C 0.89 3.57 3.21 -0.587
C 2.81 0.98 5.32 -0.296
C -4.26 -1.33 0.87 -0.108
C 0.41 -2.88 -2.74 -0.095
C 1.39 -3.40 -1.91 -0.106
C -4.38 -0.03 -3.96 -0.094
C 0.58 1.61 -3.04 -0.030
C 4.20 0.73 1.84 -0.077
H 2.16 0.08 1.62 0.093
H 3.23 -0.31 -2.18 0.117
H -4.52 -2.17 -3.84 0.101
H 2.18 -3.40 0.09 0.101
H -1.78 4.10 0.58 0.086
H -6.21 -1.86 1.58 0.094
H 6.21 1.49 1.76 0.094
H -0.15 2.26 -2.57 0.102
H 4.31 1.65 6.28 0.107
H 4.35 0.22 2.78 0.099
H -3.23 -2.30 -1.76 0.113
H -0.16 1.88 -5.03 0.096
H -4.17 2.08 -3.75 0.102
H 1.53 0.38 -6.05 0.092
H -1.27 -1.60 -2.93 0.089
H -5.49 -4.07 2.42 0.090
H -1.49 -3.26 1.13 0.094
H -4.57 -0.36 0.51 0.104
H -4.92 0.04 -4.89 0.097
H 2.14 -4.08 -2.30 0.094
H 0.45 -1.90 0.96 0.075
H 3.23 -0.70 -4.61 0.097
H 0.39 -3.15 -3.79 0.098
H 3.08 3.11 5.03 0.129
H 3.68 2.53 -1.53 0.117
H 5.86 2.67 -0.38 0.097
H 2.32 -1.13 5.32 0.131
H -3.12 -4.74 2.24 0.098
H -3.23 3.24 -2.18 0.120
```

Calculated values
- Relative energy (zero: lowest compared OMol25 entry of this formula, charge and spin): 0.169 eV
- Net charge: -1
- 2S+1: 2
- ⟨S²⟩: 0.753